No. 1
The following is a DFT calculation (the ωB97M-V functional and the def2-TZVPD basis) of C42H39FN3O4SZn as an isolated structure.

Properties
HOMO energy: -2.485 eV
Energy relative to the best compared isomer or geometry (same formula, charge and spin): 21.2 kcal/mol
Frontier orbital gap: 3.53 eV

Geometry as ORCA input:
```
! wB97M-V def2-TZVPD RIJCOSX def2/J DEFGRID3
* xyz -1 1
Zn -0.457 -0.053 0.326
S -1.238 -3.078 0.119
F 1.784 1.220 0.479
O -0.150 -9.734 -2.195
O -2.326 -0.474 0.851
O -0.380 1.457 -1.375
O -1.552 -8.841 -3.637
N -0.888 1.682 1.173
N -1.250 1.747 2.381
N 0.920 -1.415 0.334
C -1.824 0.647 2.912
C -0.638 1.314 -2.775
C -1.178 -4.796 -0.240
C 0.554 -4.898 1.584
C 1.019 -5.980 -0.591
C -0.849 -8.674 -2.678
C -0.261 5.252 0.300
C 1.274 -2.483 -2.360
C 1.308 -4.747 -1.428
C -1.830 -6.593 -1.844
C -1.966 -5.332 -1.219
C -2.246 0.499 7.152
C -0.322 2.738 -0.862
C -1.395 1.443 6.562
C -3.540 -1.245 4.104
C -0.583 2.878 0.509
C 0.019 -2.529 -3.248
C 2.511 -2.755 -3.221
C -0.105 -5.614 0.444
C -0.565 4.143 1.076
C -2.951 -0.368 6.351
C -3.383 -1.259 2.770
C -2.462 -0.366 2.107
C 4.034 0.640 0.557
C 0.491 -2.839 3.827
C 2.804 -3.650 3.255
C -2.829 -0.320 4.952
C 4.669 -1.645 0.487
C 5.043 -0.313 0.560
C 2.726 0.234 0.474
C -0.662 -7.391 -1.905
C 0.607 -7.165 -1.417
C 1.144 -3.445 -1.158
C 2.274 -1.095 0.389
C 0.631 -2.857 0.192
C 3.336 -2.027 0.406
C 0.012 5.103 -1.052
C -1.982 0.630 4.360
C 0.969 -3.640 1.488
C 1.548 -2.944 2.722
C -0.024 3.841 -1.638
C -1.263 1.506 5.193
H 0.159 -3.830 4.147
H 0.706 -5.454 2.507
H -0.242 6.237 0.751
H 6.083 -0.020 0.626
H -0.592 2.221 4.736
H -0.128 -3.538 -3.642
H -2.342 0.453 8.230
H -3.889 -1.978 2.140
H 2.662 -1.931 -3.927
H 2.401 -3.671 -3.808
H 1.368 -1.468 -1.985
H 0.252 1.544 -3.358
H -0.822 2.115 7.190
H -2.654 -6.943 -2.453
H -0.873 -2.270 -2.675
H 3.261 -3.064 4.062
H 3.408 -2.844 -2.604
H -1.458 1.965 -3.078
H 0.308 -9.408 -1.407
H -0.799 4.233 2.129
H 0.117 -1.833 -4.095
H 0.893 -2.308 4.699
H 1.401 -7.860 -1.679
H -0.388 -2.293 3.470
H 3.105 -3.079 0.361
H 1.933 -6.255 -0.045
H 3.548 -3.778 2.468
H 0.252 5.966 -1.660
H 1.823 -1.926 2.461
H 0.186 3.734 -2.693
H 1.605 -4.994 -2.445
H -0.911 0.275 -2.936
H -2.797 -4.717 -1.570
H 4.245 1.702 0.624
H -3.612 -1.109 6.789
H 2.550 -4.637 3.655
H 5.428 -2.419 0.494
H -0.548 -6.549 0.789
H -4.207 -1.962 4.574
*
```

Here are the Mulliken charges for atoms 1 to 8, given in e: -0.613 -0.423 0.165 -0.511 -0.678 -0.140 -0.611 1.141

No. 2
The following is a DFT calculation (the ωB97M-V functional and the def2-TZVPD basis) of a 3-piece molecular cluster, C10H27BNO5PS overall.

Properties
HOMO energy: -9.435 eV
Frontier orbital gap: 8.85 eV
SMILES: N=P(O)(O)B(S)CC=O.CCOCC.CCOCC

Geometry as ORCA input:
```
! wB97M-V def2-TZVPD RIJCOSX def2/J DEFGRID3
* xyz 0 1
S 2.376 0.405 0.266
P 4.751 -1.814 0.219
O 5.620 -0.712 -0.586
O 0.875 -1.921 -2.170
O -3.086 -2.123 -0.356
O 1.071 3.879 -0.622
O 5.024 -3.166 -0.602
N 5.172 -1.948 1.700
C 1.926 5.767 0.706
C -2.871 -4.529 0.119
C 1.775 -2.445 -0.031
C -1.299 4.234 -0.044
C 1.439 5.245 -0.635
C 0.730 -1.888 -0.963
C -2.678 -3.096 0.584
C 0.014 3.531 0.255
C -5.410 -1.925 0.429
C -4.451 -2.151 -0.727
B 2.898 -1.345 0.128
H 2.249 -3.310 -0.473
H -3.925 -4.780 -0.003
H -5.172 -0.995 0.946
H -5.366 -2.734 1.160
H 3.144 1.000 -0.650
H 4.396 -1.726 2.308
H -6.434 -1.869 0.060
H 5.412 -2.995 -1.459
H 5.202 -0.536 -1.431
H -1.232 5.311 0.116
H -2.449 -5.220 0.849
H -2.378 -4.687 -0.841
H -4.688 -3.085 -1.249
H 2.244 5.318 -1.366
H -3.174 -2.932 1.548
H -1.616 -2.911 0.746
H 0.313 3.697 1.296
H 2.745 5.152 1.080
H -2.085 3.851 0.607
H 0.615 5.861 -1.013
H 1.333 -2.705 0.926
H -0.116 2.456 0.135
H -0.149 -1.436 -0.486
H 2.277 6.794 0.603
H 1.135 5.761 1.458
H -4.566 -1.349 -1.456
H -1.591 4.070 -1.081
*
```

Here are the Mulliken charges for atoms 1 to 8, given in e: -0.256 0.835 -0.502 -0.543 -0.355 -0.383 -0.508 -0.790

No. 3
The following is a DFT calculation (the ωB97M-V functional and the def2-TZVPD basis) of the molecule C4H11NS2.

Properties
HOMO energy: -8.943 eV
Energy relative to the best compared isomer or geometry (same formula, charge and spin): 13.6 kcal/mol
Frontier orbital gap: 9.45 eV
SMILES: CCNCCSS

Geometry as ORCA input:
```
! wB97M-V def2-TZVPD RIJCOSX def2/J DEFGRID3
* xyz 0 1
S 0.341 -0.016 -1.761
S 2.165 0.910 -1.390
N -0.582 -0.721 2.128
C -2.043 -0.761 1.937
C 0.076 -0.932 -0.217
C 0.222 -0.137 1.089
C -2.651 0.459 1.237
H -3.718 0.277 1.159
H -2.383 1.396 1.726
H -0.936 -1.321 -0.272
H -0.362 -0.293 3.016
H -2.339 -1.658 1.399
H 0.753 -1.781 -0.227
H 0.062 0.931 0.882
H 1.678 1.917 -0.652
H -2.426 -0.737 2.962
H 1.271 -0.234 1.375
H -2.318 0.548 0.196
*
```

Here are the Mulliken charges for atoms 1 to 8, given in e: -0.099 -0.220 -0.358 -0.569 -0.538 -0.658 -0.958 0.370

No. 4
The following is a DFT calculation (the ωB97M-V functional and the def2-TZVPD basis) of C40H34HfIN7O3S as an isolated structure.

Properties
HOMO energy: -13.050 eV
Energy relative to the best compared isomer or geometry (same formula, charge and spin): 5.1 kcal/mol
Frontier orbital gap: 7.43 eV

Geometry as ORCA input:
```
! wB97M-V def2-TZVPD RIJCOSX def2/J DEFGRID3
* xyz 2 1
Hf -1.408 -1.351 -0.229
I -1.250 -4.506 0.599
S 4.142 5.652 0.780
O -1.664 -1.301 1.710
O 4.402 3.525 2.354
O 3.423 0.094 2.675
N -5.612 0.016 -0.709
N -0.928 -3.115 -4.241
N -0.897 1.411 3.936
N -3.312 -2.743 -1.465
N -3.461 -0.294 -0.336
N -0.714 -2.213 -2.240
N 0.623 -2.023 0.534
C -4.545 -0.759 -0.913
C -5.213 1.101 0.074
C 2.412 -1.657 -4.916
C -3.827 2.929 1.539
C -1.482 -2.923 -3.043
C -3.855 0.910 0.301
C -4.528 -1.971 -1.769
C 1.583 -1.166 -2.682
C -2.784 -3.499 -2.615
C 0.096 1.561 -0.741
C -5.923 2.187 0.567
C 2.556 -1.057 -3.653
C 1.107 0.881 2.735
C 0.387 1.652 3.611
C 1.012 2.643 -0.544
C -3.135 1.847 1.037
C -0.928 -0.372 2.371
C 1.377 -3.131 0.042
C 2.558 1.205 2.441
C 3.377 -4.170 -0.797
C 2.715 -5.384 -0.918
C 3.255 3.506 -0.677
C 0.736 -4.359 -0.081
C 0.316 -2.482 -4.251
C 0.650 3.708 0.284
C -1.543 0.411 3.368
C -5.203 3.098 1.311
C 2.714 -3.050 -0.320
C -0.572 0.542 -0.775
C 5.817 5.364 2.953
C 1.595 4.654 0.647
C 0.445 -1.904 -2.995
C 0.432 -0.175 2.090
C 1.177 -1.165 1.328
C 1.284 -2.379 -5.242
C 2.903 4.536 0.191
C -2.954 0.127 3.799
C 4.787 4.640 2.130
C 2.313 2.563 -1.049
C 1.380 -5.488 -0.551
H -3.550 -0.296 2.993
H 1.329 5.468 1.309
H 3.456 -0.493 -3.442
H 3.697 0.091 3.597
H 5.385 5.577 3.932
H -3.297 3.671 2.124
H 2.682 1.481 1.393
H -3.413 1.045 4.157
H 3.237 -6.257 -1.290
H 0.853 2.501 4.102
H -3.488 -3.508 -3.446
H -4.509 -1.659 -2.813
H 1.163 -2.837 -6.216
H 4.272 3.438 -1.041
H 3.200 -1.545 -5.650
H -6.982 2.317 0.379
H -2.073 1.741 1.195
H -3.541 -3.418 -0.746
H 3.237 -2.103 -0.242
H 6.675 4.711 3.100
H 2.862 2.074 3.023
H 2.581 1.747 -1.709
H -5.430 -2.567 -1.624
H 2.242 -1.224 1.545
H 1.690 -0.677 -1.724
H 0.860 -6.435 -0.614
H 6.132 6.299 2.493
H -5.707 3.962 1.724
H -0.362 3.772 0.664
H -2.948 -0.591 4.623
H -2.625 -4.537 -2.322
H -1.338 -3.627 -5.006
H -6.544 -0.158 -1.049
H 4.419 -4.091 -1.077
*
```

Here are the Mulliken charges for atoms 1 to 8, given in e: 1.579 0.258 -0.197 -0.856 -0.491 -0.576 -0.072 -0.061

No. 5
The following is a DFT calculation (the ωB97M-V functional and the def2-TZVPD basis) of a 2-piece molecular cluster, CH2N2OS overall.

Properties
HOMO energy: -8.983 eV
Energy relative to the best compared isomer or geometry (same formula, charge and spin): 29.8 kcal/mol
Frontier orbital gap: 8.43 eV
SMILES: N#[N+][O-].C=S

Geometry as ORCA input:
```
! wB97M-V def2-TZVPD RIJCOSX def2/J DEFGRID3
* xyz 0 1
S -0.643 -0.666 0.755
O 2.674 -0.833 -1.122
N 2.650 0.119 -0.486
N 2.580 1.085 0.032
C -2.111 -0.092 0.472
H -2.057 0.900 -0.099
H -3.094 -0.514 0.448
*
```

Quick look at the Mulliken charges, all values in e: -0.185 -0.522 0.831 -0.308 -0.298 0.201 0.280

No. 6
The following is a DFT calculation (the ωB97M-V functional and the def2-TZVPD basis) of a 2-piece molecular cluster, C10H15N4O overall.

Properties
HOMO energy (spin up / spin down): -11.594 / -11.593 eV
Energy relative to the best compared isomer or geometry (same formula, charge and spin): 118.7 kcal/mol
Frontier orbital gap (spin up / spin down): 6.87 / 6.86 eV

Geometry as ORCA input:
```
! wB97M-V def2-TZVPD RIJCOSX def2/J DEFGRID3
* xyz 1 1
O 5.140 0.783 -0.620
N -0.424 -2.418 0.229
N 2.548 -2.671 0.112
N 1.993 0.925 -0.161
N 4.808 -0.271 -0.363
C 0.187 2.411 0.344
C -1.614 0.061 0.601
C -3.886 -0.010 -0.502
C -0.118 -0.063 0.418
C 0.690 1.053 0.236
C -2.377 -0.206 -0.723
C 1.826 -1.530 0.066
C 2.473 -0.347 -0.243
C 0.811 3.565 0.337
C 0.390 -1.376 0.287
H 0.273 4.417 0.333
H -2.066 -1.276 -0.992
H 1.813 3.739 0.311
H -1.894 -0.596 1.597
H -4.425 0.062 -1.562
H -1.894 0.329 -1.544
H 2.651 1.723 -0.372
H 0.022 -3.239 0.501
H -1.422 -2.238 0.483
H -4.358 -0.856 0.142
H -1.730 1.080 0.967
H -0.877 2.350 0.143
H -4.078 0.890 -0.031
H 2.035 -3.527 0.168
H 3.502 -2.766 -0.162
*
```

Here are the Mulliken charges for atoms 1 to 8, given in e: -0.128 -0.379 -0.454 0.022 0.297 -0.160 -1.857 -1.262